No. 1
# C4H8O3

A molecular structure, C4H8O3 in a non-equilibrium geometry (ωB97M-V/def2-TZVPD, OMol25).

ORCA input file:
```
! wB97M-V def2-TZVPD RIJCOSX def2/J DEFGRID3
* xyz 0 1
O -1.504 1.680 -1.003
C -0.915 0.701 -1.406
C -0.606 -0.605 -0.722
C 0.835 -0.573 -0.322
O 1.732 -0.702 -1.124
C 1.135 -0.283 1.113
O 2.500 -0.209 1.339
H -2.378 1.297 0.829
H -0.399 0.880 -2.362
H -2.627 0.837 1.420
H -0.737 -1.426 -1.429
H -1.244 -0.784 0.136
H 0.585 0.644 1.353
H 0.705 -1.104 1.708
H 2.917 -0.353 0.470
*
```

## Properties
Highest occupied orbital energy: -10.38 eV
E_LUMO: 0.00781 Ha
Kohn-Sham gap: 10.6 eV

=====

No. 2
# C6H15NO

A molecular structure, C6H15NO in a non-equilibrium geometry (ωB97M-V/def2-TZVPD, OMol25).

ORCA input file:
```
! wB97M-V def2-TZVPD RIJCOSX def2/J DEFGRID3
* xyz 0 1
C -0.493 -0.004 -0.284
C -2.077 -0.755 0.494
C 0.354 -0.837 0.582
C 2.041 -0.445 0.277
C -0.438 -0.261 -1.779
C 2.454 1.006 0.316
N -0.523 1.372 0.024
O -2.901 0.400 0.744
H -3.755 0.120 1.104
H -0.805 1.522 0.992
H -1.197 1.870 -0.554
H -2.050 -1.324 1.430
H -2.566 -1.398 -0.247
H 0.309 -1.895 0.331
H 0.209 -0.639 1.644
H 2.397 -0.920 -0.643
H 2.547 -0.980 1.088
H -0.095 -1.272 -2.007
H 0.241 0.427 -2.287
H -1.439 -0.139 -2.205
H 2.155 1.541 -0.589
H 2.085 1.510 1.213
H 3.546 1.100 0.356
*
```

## Properties
Highest occupied orbital energy: -8.07 eV
E_LUMO: 0.03192 Ha
Kohn-Sham gap: 8.9 eV

=====

No. 3
# C2H17NO5

6 unconnected molecules or ions with the total composition C2H17NO5 in a non-equilibrium geometry (ωB97M-V/def2-TZVPD, OMol25).

ORCA input file:
```
! wB97M-V def2-TZVPD RIJCOSX def2/J DEFGRID3
* xyz 0 1
C -1.509 -1.059 2.856
C -1.769 -1.236 1.346
N -1.138 -0.297 0.454
H -0.770 -1.661 3.365
H -1.307 -0.004 3.124
H -2.488 -1.068 3.337
H -1.371 -2.246 1.169
H -2.826 -1.246 1.095
H -0.136 -0.205 0.500
H -1.544 0.621 0.450
O 1.473 -1.163 -1.008
H 0.840 -1.773 -0.648
H 1.042 -0.417 -1.468
O 3.023 0.329 1.082
H 2.784 -0.002 0.230
H 3.976 0.381 1.116
O 1.000 3.243 -0.695
H 1.036 4.070 -1.145
H 1.672 3.373 -0.041
O 0.602 0.807 -2.675
H 0.468 1.719 -2.408
H 1.299 0.510 -3.269
O -1.725 -0.971 -2.573
H -1.846 -0.959 -1.597
H -0.787 -0.747 -2.598
*
```

## Properties
Highest occupied orbital energy: -9.18 eV
E_LUMO: 0.01091 Ha
Kohn-Sham gap: 9.5 eV

=====

No. 4
# C23H62N17O9Si

9 unconnected molecules or ions with the total composition C23H62N17O9Si in a non-equilibrium geometry (ωB97M-V/def2-TZVPD, OMol25).

ORCA input file:
```
! wB97M-V def2-TZVPD RIJCOSX def2/J DEFGRID3
* xyz 0 2
C 2.000 -2.283 0.680
C 1.153 -1.322 0.468
C 1.108 -0.038 1.242
C 0.719 1.211 0.404
Si -1.217 1.255 0.410
C -1.925 1.768 -1.269
C -1.976 -0.433 0.792
C -1.924 2.434 1.704
C 1.223 1.201 -1.056
C 2.722 1.518 -1.216
C 2.945 1.621 -2.739
C 3.660 0.412 -0.759
N 3.005 2.851 -0.636
O 2.523 3.793 -1.366
C 2.627 3.002 0.796
C 3.723 2.462 1.729
C 2.613 4.525 1.072
C 1.210 2.487 1.131
H 2.151 -3.003 -0.104
H 2.519 -2.413 1.616
H 0.443 -1.418 -0.340
H 0.431 -0.124 2.091
H 2.092 0.060 1.688
H -1.489 2.701 -1.614
H -1.671 0.979 -1.974
H -3.008 1.804 -1.249
H -1.828 -0.698 1.834
H -1.632 -1.216 0.125
H -3.055 -0.345 0.668
H -1.542 3.447 1.650
H -1.865 2.036 2.712
H -2.988 2.511 1.487
H 0.951 0.314 -1.614
H 0.738 2.035 -1.557
H 2.120 2.096 -3.243
H 3.081 0.613 -3.107
H 3.889 2.133 -2.908
H 3.733 0.276 0.310
H 3.284 -0.506 -1.184
H 4.636 0.560 -1.209
H 3.791 3.073 2.619
H 4.693 2.518 1.246
H 3.545 1.443 2.055
H 1.732 5.009 0.674
H 3.510 4.981 0.677
H 2.600 4.661 2.147
H 0.542 3.329 1.015
H 1.198 2.259 2.195
C -6.153 -1.175 0.593
O -5.044 -1.138 1.091
N -6.537 -2.164 -0.270
N -7.104 -0.230 0.856
H -7.446 -2.213 -0.691
H -5.861 -2.873 -0.483
H -6.852 0.508 1.488
H -8.023 -0.240 0.458
C -2.691 -2.222 5.247
O -3.467 -1.297 5.406
N -1.933 -2.730 6.259
N -2.516 -2.833 4.033
H -1.295 -3.494 6.156
H -2.038 -2.311 7.164
H -3.059 -2.488 3.259
H -1.884 -3.595 3.882
C -0.685 -5.563 8.454
O -1.604 -4.867 8.033
N 0.050 -6.367 7.636
N -0.335 -5.586 9.765
H 0.802 -6.946 7.957
H -0.191 -6.377 6.662
H -0.865 -5.010 10.393
H 0.407 -6.152 10.132
C -4.397 -7.110 9.637
O -3.465 -7.686 10.174
N -4.230 -5.988 8.887
N -5.689 -7.554 9.752
H -4.983 -5.502 8.439
H -3.290 -5.638 8.784
H -5.843 -8.380 10.299
H -6.471 -7.100 9.321
C 1.739 0.049 -5.962
O 1.897 -0.542 -4.903
N 1.005 1.187 -6.051
N 2.294 -0.392 -7.134
H 0.862 1.690 -6.906
H 0.579 1.539 -5.212
H 2.838 -1.234 -7.095
H 2.187 0.071 -8.017
C -2.438 2.368 -5.602
O -1.299 2.411 -5.178
N -2.876 1.357 -6.412
N -3.366 3.323 -5.303
H -3.808 1.298 -6.774
H -2.214 0.639 -6.644
H -3.069 4.078 -4.710
H -4.309 3.308 -5.641
C 2.296 7.185 -3.506
O 1.356 6.666 -4.077
N 2.913 6.621 -2.429
N 2.813 8.392 -3.905
H 3.686 7.044 -1.952
H 2.566 5.732 -2.102
H 2.384 8.835 -4.695
H 3.586 8.842 -3.453
C 5.133 -1.437 -9.325
O 4.193 -0.778 -9.732
N 5.851 -2.269 -10.137
N 5.544 -1.394 -8.023
H 6.628 -2.818 -9.822
H 5.574 -2.322 -11.099
H 5.041 -0.784 -7.402
H 6.314 -1.926 -7.665
*
```

## Properties
⟨S²⟩: 0.754
Highest occupied orbital energy (spin up / spin down): -7.84 / -8.72 eV
E_LUMO (spin up / spin down): 0.02001 / 0.01998 Ha
Kohn-Sham gap (spin up / spin down): 8.4 / 9.3 eV

=====

No. 5
# C4H6N2OS

A single C4H6N2OS molecule in a non-equilibrium geometry (ωB97M-V/def2-TZVPD, OMol25).

ORCA input file:
```
! wB97M-V def2-TZVPD RIJCOSX def2/J DEFGRID3
* xyz 0 1
C 0.650 -0.215 2.455
S -0.607 0.784 1.506
C 0.131 0.456 -0.092
C 1.204 0.875 -0.822
N 1.331 0.126 -1.991
C 0.336 -0.748 -1.995
N -0.376 -0.686 -0.855
O -1.732 -1.054 -0.798
H 0.427 -1.243 2.253
H 0.630 0.011 3.587
H 1.706 -0.070 2.083
H 1.819 1.777 -0.480
H 0.194 -1.497 -2.760
H -1.805 -1.375 0.243
*
```

## Properties
Highest occupied orbital energy: -9.17 eV
E_LUMO: 0.01677 Ha
Kohn-Sham gap: 9.6 eV

=====

No. 6
# C17H35N2O4ReS4SbSi

A molecular structure, C17H35N2O4ReS4SbSi in a non-equilibrium geometry (ωB97M-V/def2-TZVPD, OMol25).

ORCA input file:
```
! wB97M-V def2-TZVPD RIJCOSX def2/J DEFGRID3
* xyz 1 1
Re 0.509 0.712 -0.363
S -3.390 -0.378 -5.182
Sb -2.571 1.580 -5.793
S -0.980 -0.092 -1.816
S -2.340 1.443 -2.064
S -1.755 2.614 -3.665
C 2.973 -3.865 1.336
N 2.264 -3.005 0.433
C 1.907 -3.291 -0.845
C 1.277 -2.184 -1.344
N 1.257 -1.236 -0.377
C 1.870 -1.753 0.683
H 2.934 -4.878 0.951
H 2.499 -3.841 2.314
H 4.011 -3.545 1.415
H 2.119 -4.252 -1.294
H 0.837 -2.018 -2.330
H 2.024 -1.243 1.627
C 3.392 2.980 3.651
C 2.010 2.445 4.050
C 2.127 1.099 4.779
C 1.251 3.465 4.896
O 1.308 2.223 2.809
Si -0.276 2.125 2.557
O -0.291 1.369 1.101
O -0.998 1.190 3.675
C -2.269 0.486 3.710
C -2.144 -0.791 2.858
C -2.498 0.136 5.184
C -3.382 1.391 3.189
O -1.081 3.523 2.356
C -0.985 4.652 1.460
C 0.472 4.908 1.078
C -1.846 4.331 0.218
C -1.556 5.843 2.231
H 3.998 3.172 4.539
H 3.292 3.912 3.091
H 3.915 2.253 3.027
H 2.684 1.217 5.711
H 2.659 0.377 4.153
H 1.136 0.706 5.012
H 1.794 3.662 5.822
H 0.256 3.091 5.157
H 1.141 4.410 4.354
H -1.334 -1.423 3.232
H -1.955 -0.546 1.826
H -3.073 -1.362 2.902
H -1.681 -0.488 5.556
H -3.435 -0.408 5.308
H -2.543 1.047 5.784
H -3.197 1.677 2.164
H -3.457 2.299 3.792
H -4.337 0.864 3.226
H 0.883 4.056 0.533
H 1.086 5.084 1.967
H 0.539 5.783 0.432
H -1.447 3.477 -0.329
H -1.872 5.188 -0.459
H -2.867 4.099 0.519
H -0.961 6.036 3.126
H -2.583 5.637 2.536
H -1.551 6.739 1.608
C 1.946 1.533 -1.084
H 2.274 2.245 -0.306
H 2.554 1.495 -1.979
*
```

## Properties
Highest occupied orbital energy: -10.82 eV
E_LUMO: -0.14123 Ha
Kohn-Sham gap: 7.0 eV

=====

No. 7
# C5H5FLiO4Tl

A molecular structure, C5H5FLiO4Tl in a non-equilibrium geometry (ωB97M-V/def2-TZVPD, OMol25).

ORCA input file:
```
! wB97M-V def2-TZVPD RIJCOSX def2/J DEFGRID3
* xyz 3 2
H 0.292 0.914 1.666
O 0.027 0.580 -0.336
O -0.231 2.727 -0.601
O 0.964 1.532 -2.134
C -0.501 1.055 0.922
C -0.870 2.397 0.581
C 0.307 1.649 -1.152
H -1.146 3.220 1.233
C 0.745 -2.529 1.546
C -0.562 -2.040 1.487
O -1.035 -2.118 0.204
Li -2.791 -2.570 -0.057
Tl 0.276 -1.333 -0.956
F 1.525 -2.030 0.483
H 1.347 -2.786 2.411
H -1.078 -0.151 1.592
H -0.832 -1.686 2.493
*
```

## Properties
⟨S²⟩: 0.753
Highest occupied orbital energy (spin up / spin down): -21.52 / -21.61 eV
E_LUMO (spin up / spin down): -0.56871 / -0.56866 Ha
Kohn-Sham gap (spin up / spin down): 6.0 / 6.1 eV

=====

No. 8
# C26H23INO4

2 unconnected molecules or ions with the total composition C26H23INO4 in a non-equilibrium geometry (ωB97M-V/def2-TZVPD, OMol25).

ORCA input file:
```
! wB97M-V def2-TZVPD RIJCOSX def2/J DEFGRID3
* xyz 1 1
C -2.635 -2.833 -3.073
C -3.085 -1.780 -2.073
C -4.534 -2.021 -1.639
O -2.298 -1.855 -0.859
C -1.044 -1.276 -0.811
O -0.246 -1.668 0.027
C -0.804 -0.174 -1.708
I 1.078 0.647 -1.839
C 2.453 -1.014 -2.218
C 3.374 -1.272 -1.210
C 4.316 -2.295 -1.404
C 4.305 -3.039 -2.591
C 3.362 -2.766 -3.588
C 2.419 -1.738 -3.405
C -1.804 0.212 -2.672
O -1.671 1.150 -3.442
O -3.012 -0.464 -2.649
H -1.594 -2.690 -3.376
H -2.753 -3.817 -2.611
H -3.284 -2.781 -3.954
H -4.830 -1.265 -0.906
H -5.197 -1.970 -2.505
H -4.602 -3.011 -1.185
H 3.356 -0.685 -0.291
H 5.052 -2.502 -0.627
H 5.040 -3.835 -2.735
H 3.357 -3.348 -4.510
H 1.685 -1.509 -4.176
C -1.464 3.101 -0.356
C -0.132 2.783 0.152
N 0.075 2.268 1.360
C 1.369 2.091 1.928
C 2.592 2.513 1.446
C 3.726 2.235 2.232
C 3.604 1.558 3.462
C 2.356 1.161 3.949
C 1.230 1.444 3.178
C -0.172 1.204 3.396
C -0.880 1.711 2.274
C -2.267 1.651 2.224
C -2.936 1.050 3.310
C -2.234 0.520 4.403
C -0.838 0.595 4.457
H -1.311 3.676 -1.278
H -2.045 2.210 -0.637
H -2.045 3.706 0.353
H 0.746 3.243 -0.311
H 2.646 3.045 0.495
H 4.705 2.550 1.878
H 4.503 1.348 4.041
H 2.223 0.635 4.898
H -2.812 2.064 1.384
H -4.022 0.999 3.293
H -2.779 0.044 5.219
H -0.244 0.195 5.279
*
```

## Properties
Highest occupied orbital energy: -11.16 eV
E_LUMO: -0.18289 Ha
Kohn-Sham gap: 6.2 eV

=====

No. 9
# C7H12P

A gas-phase ion, C7H12P (charge +1) in a non-equilibrium geometry (ωB97M-V/def2-TZVPD, OMol25).

ORCA input file:
```
! wB97M-V def2-TZVPD RIJCOSX def2/J DEFGRID3
* xyz 1 1
C 2.062 -2.089 -0.145
C -2.904 -0.067 -0.351
C 1.907 2.056 -0.562
C 0.742 -1.744 -0.107
C -1.685 -0.309 -0.832
C 0.653 1.558 -0.795
C -0.518 0.401 1.790
P -0.138 0.094 0.026
H 2.306 -3.109 -0.357
H 2.901 -1.446 -0.331
H -3.641 -0.132 -1.130
H -3.288 0.259 0.523
H 2.501 2.877 -1.019
H 2.627 1.525 0.026
H 0.009 -2.571 0.063
H -1.654 -0.564 -1.878
H -0.097 2.165 -1.417
H -1.066 1.245 1.943
H 0.413 0.407 2.406
H -1.129 -0.555 2.145
*
```

## Properties
Highest occupied orbital energy: -14.46 eV
E_LUMO: -0.13621 Ha
Kohn-Sham gap: 10.7 eV

=====

What did the third record say?
# C2H17NO5

6 unconnected molecules or ions with the total composition C2H17NO5 in a non-equilibrium geometry (ωB97M-V/def2-TZVPD, OMol25).

ORCA input file:
```
! wB97M-V def2-TZVPD RIJCOSX def2/J DEFGRID3
* xyz 0 1
C -1.509 -1.059 2.856
C -1.769 -1.236 1.346
N -1.138 -0.297 0.454
H -0.770 -1.661 3.365
H -1.307 -0.004 3.124
H -2.488 -1.068 3.337
H -1.371 -2.246 1.169
H -2.826 -1.246 1.095
H -0.136 -0.205 0.500
H -1.544 0.621 0.450
O 1.473 -1.163 -1.008
H 0.840 -1.773 -0.648
H 1.042 -0.417 -1.468
O 3.023 0.329 1.082
H 2.784 -0.002 0.230
H 3.976 0.381 1.116
O 1.000 3.243 -0.695
H 1.036 4.070 -1.145
H 1.672 3.373 -0.041
O 0.602 0.807 -2.675
H 0.468 1.719 -2.408
H 1.299 0.510 -3.269
O -1.725 -0.971 -2.573
H -1.846 -0.959 -1.597
H -0.787 -0.747 -2.598
*
```

## Properties
Highest occupied orbital energy: -9.18 eV
E_LUMO: 0.01091 Ha
Kohn-Sham gap: 9.5 eV